[1]
Entry from the OMol25 dataset: a structure of composition C12H30N2O8SV at a distorted geometry (ωB97M-V/def2-TZVPD).

## Properties
spin multiplicity: 4
expectation value of S²: 3.7548
calculated total energy: -68813.378 eV
gap between HOMO and LUMO (alpha / beta): 6.09 / 7.54 eV
highest occupied orbital energy (alpha / beta): -6.121 / -7.572 eV
charge: 0
relative energy (zero: lowest compared OMol25 entry of this formula, charge and spin): 19.2 kcal per mole
LUMO (alpha / beta): 0.0 / 0.0 eV

```
54
Properties=species:S:1:pos:R:3:lowdin_charge:R:1
V 0.704 0.040 0.667 0.84
S 2.355 -0.807 2.706 0.30
O 2.468 -1.120 1.217 -0.43
O 3.503 -0.033 3.161 -0.35
O 1.106 0.084 2.702 -0.45
O 2.129 -2.017 3.462 -0.34
C 3.525 1.579 -0.103 -0.07
O 2.248 1.226 -0.603 -0.27
C 2.268 0.896 -1.967 -0.21
C 0.862 0.504 -2.377 -0.17
N 0.285 -0.467 -1.456 -0.11
C 0.946 -1.791 -1.515 -0.14
C 0.271 -2.726 -0.505 -0.19
O 0.004 -2.009 0.667 -0.30
C -0.491 -2.835 1.719 -0.05
H 4.266 0.820 -0.369 0.11
H 3.474 1.593 0.984 0.08
H 3.833 2.567 -0.468 0.10
H 2.980 0.071 -2.123 0.13
H 2.637 1.737 -2.567 0.13
H 0.866 0.166 -3.427 0.13
H 0.239 1.407 -2.407 0.12
H -0.703 -0.634 -1.664 0.07
H 1.981 -1.662 -1.205 0.11
H 0.877 -2.232 -2.516 0.13
H 0.953 -3.561 -0.292 0.14
H -0.658 -3.165 -0.897 0.12
H -0.941 -2.184 2.464 0.10
H 0.336 -3.374 2.182 0.10
H -1.253 -3.516 1.325 0.10
C 1.190 3.114 1.844 -0.06
O 0.274 2.242 1.219 -0.27
C -0.927 2.842 0.846 -0.21
C -1.896 1.787 0.389 -0.19
N -1.665 0.494 1.066 -0.05
C -2.828 -0.402 0.821 -0.17
C -3.262 -0.560 -0.587 -0.23
O -2.273 -1.192 -1.361 -0.23
C -2.746 -1.477 -2.677 -0.06
H 0.666 3.789 2.526 0.10
H 1.744 3.698 1.097 0.10
H 1.882 2.497 2.414 0.09
H -0.796 3.620 0.080 0.14
H -1.362 3.372 1.713 0.13
H -1.794 1.611 -0.690 0.11
H -2.931 2.132 0.526 0.13
H -1.743 0.698 2.065 0.14
H -3.721 -0.052 1.362 0.14
H -2.581 -1.382 1.229 0.11
H -3.527 0.419 -1.023 0.12
H -4.197 -1.144 -0.578 0.14
H -1.899 -1.829 -3.259 0.09
H -3.160 -0.581 -3.155 0.10
H -3.518 -2.255 -2.659 0.10
```

***

[2]
Entry from the OMol25 dataset: a structure of composition C12H30N4O3P2S2W (ωB97M-V/def2-TZVPD).

## Properties
calculated total energy: -67097.390 eV
gap between HOMO and LUMO: 7.16 eV
highest occupied orbital energy: -13.969 eV
charge: +2
LUMO: -6.8 eV

```
54
Properties=species:S:1:pos:R:3:lowdin_charge:R:1
W 0.436 -1.512 -0.246 0.91
C -3.544 0.670 1.903 -0.03
N -2.481 1.137 0.984 -0.31
C -2.804 2.364 0.248 -0.06
P -1.013 0.551 1.240 0.53
O -0.925 -0.997 1.096 -0.40
O -0.075 1.038 -0.008 -0.29
P 0.298 1.026 -1.617 0.54
O 1.106 -0.288 -1.713 -0.40
N 1.153 2.299 -2.010 -0.28
C 2.628 2.254 -2.115 -0.02
C 0.568 3.651 -2.040 -0.05
N -1.124 0.947 -2.379 -0.27
C -1.256 1.410 -3.782 -0.03
C -1.941 -0.231 -2.037 -0.06
N -0.393 0.975 2.644 -0.27
C -0.638 2.318 3.199 -0.04
C 0.662 0.214 3.338 -0.04
H -3.694 1.382 2.715 0.10
H -3.292 -0.305 2.317 0.09
H -4.468 0.572 1.336 0.11
H -3.079 3.161 0.941 0.10
H -3.649 2.172 -0.414 0.10
H -1.959 2.691 -0.349 0.06
H 2.983 1.228 -2.085 0.09
H 3.070 2.818 -1.295 0.10
H 2.920 2.702 -3.063 0.11
H -0.518 3.607 -1.997 0.08
H 0.859 4.141 -2.968 0.11
H 0.940 4.234 -1.197 0.10
H -0.586 2.242 -3.973 0.08
H -2.279 1.744 -3.938 0.11
H -1.024 0.603 -4.477 0.11
H -2.543 -0.069 -1.147 0.07
H -1.331 -1.157 -1.919 0.06
H -2.603 -0.451 -2.871 0.12
H -1.484 2.793 2.708 0.08
H 0.245 2.946 3.078 0.10
H -0.863 2.221 4.260 0.11
H 0.703 -0.806 2.971 0.05
H 0.421 0.193 4.399 0.11
H 1.631 0.694 3.198 0.10
C 3.798 -4.341 1.354 -0.09
C 2.541 -3.823 0.718 -0.66
S 2.346 -2.040 0.735 0.68
C 1.573 -4.546 0.176 -0.67
C 1.536 -6.037 0.054 -0.08
S 0.190 -3.683 -0.574 0.66
H 4.376 -3.539 1.809 0.07
H 4.431 -4.829 0.611 0.10
H 3.567 -5.072 2.130 0.09
H 2.142 -6.503 0.829 0.09
H 1.927 -6.353 -0.916 0.10
H 0.517 -6.416 0.137 0.08
```

***

[3]
Entry from the OMol25 dataset: a cluster of 3 separate species, C12H30O6 in total at a distorted geometry (ωB97M-V/def2-TZVPD).

## Properties
calculated total energy: -25210.669 eV
gap between HOMO and LUMO: 10.14 eV
highest occupied orbital energy: -9.328 eV
charge: 0
structure (SMILES): COCCOC.COCCOC.COCCOC
relative energy (zero: lowest compared OMol25 entry of this formula, charge and spin): 57.8 kcal per mole
LUMO: 0.8 eV

```
48
Properties=species:S:1:pos:R:3:lowdin_charge:R:1
C 13.112 10.491 8.084 -0.09
O 11.887 10.983 7.544 -0.18
C 11.766 12.376 7.316 -0.20
C 11.446 13.233 8.552 -0.21
O 12.272 12.837 9.605 -0.18
C 11.964 13.468 10.828 -0.11
H 13.402 9.798 7.287 0.06
H 12.881 9.858 8.942 0.09
H 13.965 11.126 8.311 0.09
H 11.013 12.402 6.528 0.10
H 12.651 12.789 6.816 0.12
H 10.381 13.088 8.764 0.11
H 11.579 14.295 8.303 0.13
H 10.917 13.537 11.138 0.08
H 12.264 14.528 10.848 0.08
H 12.618 12.945 11.524 0.09
C 12.870 11.495 3.841 -0.13
O 12.696 10.945 2.565 -0.16
C 13.202 9.620 2.360 -0.17
C 13.522 8.718 3.569 -0.22
O 14.589 9.220 4.332 -0.21
C 15.003 8.435 5.428 -0.11
H 13.702 11.141 4.445 0.08
H 11.965 11.393 4.459 0.08
H 12.950 12.582 3.729 0.09
H 14.060 9.675 1.687 0.12
H 12.392 9.107 1.834 0.12
H 13.749 7.715 3.191 0.13
H 12.587 8.616 4.136 0.13
H 15.569 7.549 5.137 0.09
H 14.185 8.170 6.105 0.08
H 15.626 9.099 6.029 0.09
C 7.039 16.114 11.153 -0.11
O 6.791 15.776 9.809 -0.19
C 7.817 14.964 9.259 -0.21
C 7.523 14.625 7.797 -0.20
O 8.464 13.712 7.275 -0.19
C 8.004 13.204 6.052 -0.12
H 6.700 15.266 11.765 0.09
H 6.510 17.009 11.462 0.09
H 8.114 16.175 11.355 0.08
H 7.924 14.092 9.912 0.13
H 8.733 15.564 9.311 0.12
H 7.528 15.530 7.183 0.13
H 6.495 14.245 7.771 0.13
H 7.181 12.487 6.128 0.09
H 8.840 12.732 5.536 0.08
H 7.663 13.980 5.355 0.09
```

***

[4]
Entry from the OMol25 dataset: a cluster of 3 separate species, C12H30O9S3 in total (ωB97M-V/def2-TZVPD).

## Properties
calculated total energy: -63861.956 eV
gap between HOMO and LUMO: 10.06 eV
highest occupied orbital energy: -9.748 eV
charge: 0
LUMO: 0.3 eV

```
54
Properties=species:S:1:pos:R:3:lowdin_charge:R:1
C -1.709 -2.327 4.316 -0.12
C -1.223 -1.921 2.926 -0.24
C -0.113 -0.854 2.973 -0.15
C 1.211 -1.283 2.346 -0.37
C 1.132 -1.921 0.970 -0.06
O 2.164 -0.186 2.392 -0.32
S 2.139 1.211 1.610 0.92
O 1.497 2.165 2.485 -0.40
O 1.021 0.867 0.476 -0.41
C 1.531 0.770 -0.866 -0.12
H -2.576 -2.987 4.266 0.07
H -1.977 -1.449 4.908 0.07
H -0.921 -2.850 4.864 0.07
H -2.069 -1.549 2.345 0.11
H -0.873 -2.816 2.407 0.09
H -0.445 0.078 2.510 0.10
H 0.092 -0.608 4.018 0.12
H 1.684 -2.005 3.018 0.15
H 0.429 -1.419 0.306 0.08
H 0.820 -2.960 1.066 0.08
H 2.119 -1.938 0.510 0.08
H 1.492 1.748 -1.346 0.09
H 2.552 0.386 -0.887 0.08
H 0.892 0.072 -1.400 0.06
O -3.293 6.543 0.349 -0.28
S -3.899 5.282 0.661 0.56
O -4.206 4.981 2.026 -0.28
O -3.031 4.123 0.024 -0.27
C -1.602 4.110 0.318 -0.23
C -1.280 3.643 1.715 -0.07
C -5.343 5.049 -0.317 -0.13
H -1.207 5.105 0.113 0.11
H -1.205 3.423 -0.428 0.12
H -1.643 4.340 2.468 0.08
H -0.199 3.540 1.811 0.05
H -1.729 2.668 1.908 0.09
H -5.104 5.264 -1.354 0.07
H -6.085 5.748 0.063 0.08
H -5.685 4.025 -0.190 0.07
O 2.002 -1.077 -3.490 -0.28
S 1.653 -2.430 -3.168 0.56
O 1.994 -2.927 -1.869 -0.27
O 2.213 -3.391 -4.290 -0.26
C 3.625 -3.278 -4.632 -0.24
C 4.532 -3.879 -3.584 -0.07
C -0.059 -2.703 -3.460 -0.11
H 3.847 -2.226 -4.816 0.11
H 3.697 -3.813 -5.575 0.12
H 4.492 -3.323 -2.649 0.07
H 5.557 -3.858 -3.956 0.08
H 4.254 -4.912 -3.379 0.09
H -0.310 -2.333 -4.450 0.08
H -0.594 -2.149 -2.692 0.07
H -0.260 -3.767 -3.370 0.08
```

***

[5]
Entry from the OMol25 dataset: a structure of composition C12H31AuN6O5P2 (ωB97M-V/def2-TZVPD).

## Properties
calculated total energy: -54379.793 eV
gap between HOMO and LUMO (alpha / beta): 4.91 / 4.91 eV
highest occupied orbital energy (alpha / beta): -14.291 / -14.291 eV
charge: +2
relative energy (zero: lowest compared OMol25 entry of this formula, charge and spin): 28.1 kcal per mole
LUMO (alpha / beta): -9.4 / -9.4 eV

```
57
Properties=species:S:1:pos:R:3:lowdin_charge:R:1
Au 0.398 1.242 1.934 1.23
C 0.950 -3.999 -0.981 -0.08
N 1.543 -2.823 -0.347 -0.29
C 2.944 -3.009 0.045 -0.07
P 0.973 -1.312 -0.528 0.50
O 1.524 -0.371 0.484 -0.36
O -0.632 -1.562 -0.351 -0.26
P -1.742 -0.838 0.511 0.51
O -1.209 0.054 1.624 -0.41
N -2.544 -2.065 1.199 -0.28
C -3.496 -1.779 2.279 -0.06
C -2.776 -3.349 0.535 -0.06
N -2.547 0.105 -0.545 -0.28
C -2.952 -0.434 -1.845 -0.06
C -3.331 1.261 -0.109 -0.08
N 1.051 -0.661 -2.026 -0.29
C 0.547 -1.390 -3.188 -0.08
C 2.012 0.390 -2.351 -0.08
H 1.498 -4.281 -1.883 0.10
H -0.088 -3.818 -1.247 0.06
H 0.981 -4.836 -0.282 0.10
H 3.563 -3.257 -0.820 0.10
H 3.003 -3.826 0.764 0.10
H 3.327 -2.107 0.514 0.08
H -3.315 -0.795 2.704 0.08
H -3.371 -2.520 3.069 0.10
H -4.523 -1.827 1.911 0.10
H -2.066 -3.504 -0.272 0.06
H -3.789 -3.398 0.131 0.10
H -2.652 -4.153 1.260 0.10
H -2.416 -1.353 -2.069 0.07
H -2.729 0.291 -2.630 0.10
H -4.023 -0.643 -1.856 0.10
H -3.137 1.487 0.936 0.08
H -4.396 1.054 -0.226 0.10
H -3.081 2.133 -0.713 0.08
H -0.209 -2.116 -2.892 0.07
H 1.350 -1.916 -3.709 0.10
H 0.085 -0.688 -3.883 0.10
H 2.437 0.802 -1.440 0.07
H 1.511 1.183 -2.909 0.09
H 2.823 -0.004 -2.968 0.10
C 3.190 4.465 2.307 0.04
C 2.074 3.551 1.954 -0.22
N 1.826 2.476 2.620 -0.14
O 2.703 2.198 3.620 0.06
C 1.193 3.789 0.811 -0.18
C 1.215 5.032 -0.026 0.04
N 0.340 2.860 0.511 -0.11
O -0.425 2.619 -0.383 0.11
H 4.116 3.894 2.385 0.12
H 3.006 4.906 3.290 0.13
H 3.309 5.255 1.574 0.09
H 2.284 1.553 4.209 0.14
H 1.316 5.904 0.619 0.11
H 0.299 5.123 -0.604 0.10
H 2.062 5.005 -0.715 0.12
```

***

Q: Which value of charge does entry 3 give?
A: 0

***

Repeat the first record exactly.
Entry from the OMol25 dataset: a structure of composition C12H30N2O8SV at a distorted geometry (ωB97M-V/def2-TZVPD).

## Properties
spin multiplicity: 4
expectation value of S²: 3.7548
calculated total energy: -68813.378 eV
gap between HOMO and LUMO (alpha / beta): 6.09 / 7.54 eV
highest occupied orbital energy (alpha / beta): -6.121 / -7.572 eV
charge: 0
relative energy (zero: lowest compared OMol25 entry of this formula, charge and spin): 19.2 kcal per mole
LUMO (alpha / beta): 0.0 / 0.0 eV

```
54
Properties=species:S:1:pos:R:3:lowdin_charge:R:1
V 0.704 0.040 0.667 0.84
S 2.355 -0.807 2.706 0.30
O 2.468 -1.120 1.217 -0.43
O 3.503 -0.033 3.161 -0.35
O 1.106 0.084 2.702 -0.45
O 2.129 -2.017 3.462 -0.34
C 3.525 1.579 -0.103 -0.07
O 2.248 1.226 -0.603 -0.27
C 2.268 0.896 -1.967 -0.21
C 0.862 0.504 -2.377 -0.17
N 0.285 -0.467 -1.456 -0.11
C 0.946 -1.791 -1.515 -0.14
C 0.271 -2.726 -0.505 -0.19
O 0.004 -2.009 0.667 -0.30
C -0.491 -2.835 1.719 -0.05
H 4.266 0.820 -0.369 0.11
H 3.474 1.593 0.984 0.08
H 3.833 2.567 -0.468 0.10
H 2.980 0.071 -2.123 0.13
H 2.637 1.737 -2.567 0.13
H 0.866 0.166 -3.427 0.13
H 0.239 1.407 -2.407 0.12
H -0.703 -0.634 -1.664 0.07
H 1.981 -1.662 -1.205 0.11
H 0.877 -2.232 -2.516 0.13
H 0.953 -3.561 -0.292 0.14
H -0.658 -3.165 -0.897 0.12
H -0.941 -2.184 2.464 0.10
H 0.336 -3.374 2.182 0.10
H -1.253 -3.516 1.325 0.10
C 1.190 3.114 1.844 -0.06
O 0.274 2.242 1.219 -0.27
C -0.927 2.842 0.846 -0.21
C -1.896 1.787 0.389 -0.19
N -1.665 0.494 1.066 -0.05
C -2.828 -0.402 0.821 -0.17
C -3.262 -0.560 -0.587 -0.23
O -2.273 -1.192 -1.361 -0.23
C -2.746 -1.477 -2.677 -0.06
H 0.666 3.789 2.526 0.10
H 1.744 3.698 1.097 0.10
H 1.882 2.497 2.414 0.09
H -0.796 3.620 0.080 0.14
H -1.362 3.372 1.713 0.13
H -1.794 1.611 -0.690 0.11
H -2.931 2.132 0.526 0.13
H -1.743 0.698 2.065 0.14
H -3.721 -0.052 1.362 0.14
H -2.581 -1.382 1.229 0.11
H -3.527 0.419 -1.023 0.12
H -4.197 -1.144 -0.578 0.14
H -1.899 -1.829 -3.259 0.09
H -3.160 -0.581 -3.155 0.10
H -3.518 -2.255 -2.659 0.10
```